Entry 1:
Computed, not measured: a structure of composition C30H24N3O4SiSn, with ωB97M-V/def2-TZVPD.

ΔE to the lowest compared entry with this formula, charge and spin: 24.08 kcal/mol
Maximum force: 1.66 eV/A

```
! wB97M-V def2-TZVPD RIJCOSX def2/J DEFGRID3
* xyz 1 1
Sn -0.241 -1.228 -3.135
C 4.690 -2.572 1.430
O 3.687 -3.577 1.629
C 2.600 -3.517 0.866
C 1.669 -4.566 1.058
C 0.540 -4.581 0.310
C 0.269 -3.591 -0.678
C -0.943 -3.656 -1.412
C -2.024 -4.639 -1.071
O -1.204 -2.906 -2.405
C 1.223 -2.560 -0.856
O 1.092 -1.583 -1.742
C 2.372 -2.522 -0.065
H 5.468 -2.779 2.154
H 4.278 -1.579 1.598
H 5.101 -2.638 0.422
H 1.888 -5.335 1.789
H -0.164 -5.390 0.453
H -2.250 -4.620 -0.005
H -1.709 -5.653 -1.332
H -2.914 -4.396 -1.642
H 3.063 -1.706 -0.222
O -1.303 -1.086 0.422
C -1.332 -0.067 -0.195
C 1.115 2.748 -4.013
C 0.165 3.558 -3.405
C -0.303 3.256 -2.129
C 0.182 2.145 -1.439
C 1.156 1.343 -2.059
C 1.616 1.638 -3.338
Si -0.453 1.626 0.218
C -1.797 2.674 0.885
C -2.951 2.938 0.133
C -3.973 3.716 0.658
C -3.850 4.244 1.939
C -2.709 3.999 2.692
C -1.688 3.214 2.169
C 0.904 1.265 1.403
C 2.143 1.901 1.264
C 3.158 1.686 2.190
C 2.942 0.831 3.266
C 1.722 0.180 3.411
C 0.708 0.396 2.487
H 1.480 2.990 -5.005
H -0.214 4.431 -3.926
H -1.046 3.901 -1.666
H 1.592 0.514 -1.520
H 2.376 1.020 -3.799
H -3.055 2.552 -0.879
H -4.862 3.914 0.069
H -4.647 4.853 2.350
H -2.612 4.419 3.686
H -0.803 3.018 2.768
H 2.316 2.587 0.439
H 4.109 2.193 2.079
H 3.727 0.680 4.001
H 1.555 -0.485 4.251
H -0.244 -0.111 2.618
N -6.435 -1.638 -2.050
C -5.486 -0.984 -1.971
N -4.427 -0.173 -1.874
C -3.238 -0.191 -1.713
N -2.030 -0.103 -1.563
*
```



Entry 2:
Computed, not measured: a cluster of 14 separate species, C56H92O38S4 in total, with ωB97M-V/def2-TZVPD.

Maximum force: 3.25 eV/A

```
! wB97M-V def2-TZVPD RIJCOSX def2/J DEFGRID3
* xyz 0 1
C 11.481 -18.143 -18.892
C 11.320 -17.123 -17.808
C 11.922 -17.483 -16.477
O 12.614 -16.340 -16.034
C 12.672 -15.476 -17.045
O 13.387 -14.544 -16.965
O 11.993 -15.894 -18.147
H 10.798 -19.027 -18.716
H 12.559 -18.464 -18.970
H 11.189 -17.677 -19.831
H 10.252 -16.952 -17.616
H 12.608 -18.292 -16.611
H 11.171 -17.763 -15.763
C 5.570 -13.189 -13.740
C 4.383 -13.919 -14.417
C 3.019 -13.716 -13.786
O 2.288 -12.894 -14.701
C 3.009 -12.723 -15.826
O 2.607 -12.168 -16.824
O 4.159 -13.439 -15.733
H 6.532 -13.608 -14.045
H 5.637 -13.335 -12.672
H 5.527 -12.122 -14.044
H 4.558 -14.997 -14.468
H 3.162 -13.097 -12.892
H 2.497 -14.678 -13.620
C 8.503 -11.985 -16.285
C 8.414 -13.500 -16.253
C 9.314 -14.303 -17.143
O 9.766 -15.375 -16.302
C 9.279 -15.232 -15.072
O 9.353 -16.052 -14.238
O 8.731 -14.021 -14.966
H 9.501 -11.642 -16.049
H 7.868 -11.574 -15.586
H 8.246 -11.628 -17.296
H 7.399 -13.779 -16.428
H 10.237 -13.775 -17.337
H 8.853 -14.714 -18.015
C -0.440 -15.140 -15.313
C -0.152 -15.672 -16.695
C 1.232 -15.508 -17.310
O 1.379 -16.745 -18.025
C 0.623 -17.651 -17.442
O 0.708 -18.814 -17.660
O -0.304 -17.158 -16.603
H -0.543 -14.034 -15.291
H 0.251 -15.456 -14.553
H -1.420 -15.553 -15.014
H -0.973 -15.320 -17.386
H 1.999 -15.394 -16.565
H 1.340 -14.657 -17.979
C 8.120 -23.134 -20.799
C 7.076 -23.725 -19.801
C 5.953 -24.402 -20.497
O 6.143 -25.817 -20.189
C 7.049 -25.911 -19.194
O 7.338 -26.966 -18.636
O 7.689 -24.725 -19.004
H 7.584 -22.445 -21.413
H 8.435 -23.881 -21.544
H 9.046 -22.755 -20.359
H 6.740 -22.898 -19.184
H 6.012 -24.359 -21.603
H 4.964 -24.087 -20.233
C 10.754 -24.015 -17.681
C 9.531 -23.567 -16.838
C 8.991 -24.702 -15.880
O 8.892 -24.036 -14.624
C 9.513 -22.896 -14.603
O 9.572 -22.184 -13.641
O 10.009 -22.650 -15.830
H 11.458 -24.510 -16.960
H 11.302 -23.120 -17.983
H 10.460 -24.697 -18.490
H 8.790 -23.053 -17.479
H 9.621 -25.555 -15.881
H 7.978 -24.950 -16.220
C 8.104 -18.738 -20.989
C 8.534 -19.034 -22.420
C 8.327 -17.764 -23.336
O 9.520 -17.552 -24.089
C 10.446 -18.390 -23.567
O 11.619 -18.311 -23.865
O 9.907 -19.164 -22.618
H 8.799 -18.068 -20.508
H 8.130 -19.754 -20.538
H 7.089 -18.307 -21.034
H 8.034 -19.978 -22.766
H 8.105 -16.909 -22.639
H 7.512 -17.941 -24.059
C 4.688 -17.387 -17.227
C 5.820 -18.066 -18.024
C 7.275 -17.606 -17.748
O 7.937 -18.924 -17.767
C 7.078 -19.923 -17.629
O 7.375 -21.079 -17.442
O 5.840 -19.469 -17.725
H 3.781 -18.013 -17.369
H 4.412 -16.381 -17.618
H 4.878 -17.348 -16.157
H 5.645 -18.068 -19.096
H 7.471 -17.158 -16.746
H 7.657 -17.035 -18.564
C 1.755 -20.466 -20.614
C 2.792 -19.807 -19.752
C 3.111 -20.643 -18.500
O 4.079 -21.595 -19.057
C 4.715 -20.991 -20.033
O 5.692 -21.395 -20.543
O 4.056 -19.923 -20.447
H 1.965 -21.522 -20.724
H 1.863 -20.014 -21.613
H 0.708 -20.326 -20.315
H 2.574 -18.772 -19.627
H 2.281 -21.137 -18.081
H 3.538 -20.024 -17.706
C 12.330 -12.274 -20.815
C 11.668 -13.484 -21.424
C 12.393 -14.774 -21.044
O 11.294 -15.674 -20.825
C 10.143 -14.991 -20.735
O 9.081 -15.564 -20.470
O 10.299 -13.681 -20.934
H 12.657 -12.503 -19.833
H 11.676 -11.368 -20.667
H 13.169 -11.946 -21.432
H 11.513 -13.273 -22.477
H 12.960 -14.682 -20.115
H 12.991 -15.221 -21.821
C 5.567 -22.742 -14.563
C 4.929 -24.165 -14.444
C 3.406 -23.929 -14.230
S 3.428 -22.715 -12.936
O 3.637 -23.396 -11.641
O 2.297 -21.853 -13.201
C 4.995 -21.912 -13.459
H 5.257 -22.335 -15.528
H 6.642 -22.784 -14.635
H 5.237 -24.629 -13.491
H 5.179 -24.755 -15.306
H 2.977 -24.848 -13.825
H 2.780 -23.496 -15.083
H 5.627 -21.860 -12.511
H 4.628 -20.983 -13.842
C 0.668 -18.871 -12.714
C 1.397 -17.744 -12.011
C 2.827 -17.719 -12.487
S 2.751 -18.148 -14.210
O 3.825 -18.972 -14.759
O 2.395 -16.893 -14.918
C 1.180 -19.031 -14.158
H -0.429 -18.693 -12.752
H 0.932 -19.795 -12.252
H 1.383 -17.837 -10.907
H 0.938 -16.752 -12.228
H 3.393 -18.458 -11.952
H 3.287 -16.769 -12.347
H 1.223 -20.003 -14.562
H 0.637 -18.409 -14.904
C 3.949 -12.910 -20.441
C 5.317 -12.163 -20.271
C 6.366 -13.236 -20.465
S 5.712 -14.745 -19.646
O 6.236 -14.838 -18.293
O 5.719 -15.957 -20.480
C 3.973 -14.175 -19.563
H 3.699 -13.218 -21.438
H 3.083 -12.255 -20.063
H 5.458 -11.783 -19.290
H 5.390 -11.253 -20.879
H 7.351 -13.140 -20.071
H 6.539 -13.553 -21.529
H 3.721 -14.031 -18.539
H 3.360 -15.016 -19.904
C 8.812 -18.939 -12.810
C 7.891 -19.210 -14.048
C 6.752 -18.211 -14.084
S 6.416 -17.900 -12.382
O 5.699 -18.966 -11.752
O 5.866 -16.551 -12.233
C 8.046 -17.951 -11.906
H 9.766 -18.455 -13.136
H 9.035 -19.873 -12.311
H 7.499 -20.198 -14.034
H 8.437 -19.172 -15.008
H 5.856 -18.559 -14.634
H 7.150 -17.251 -14.366
H 8.107 -18.241 -10.882
H 8.411 -16.957 -12.086
*
```



Orbital gap
In order: 8.4006, 10.0578
Unit: eV
E_HOMO
In order: -0.4331, -0.3694
Unit: Ha
LUMO
In order: -0.1244, 0.0002
Unit: Eh